Density functional theory data (ωB97M-V/def2-TZVPD) for a cluster of 2 separate species, C2H8NO in total.

## Properties
- Relative energy (zero: lowest compared OMol25 entry of this formula, charge and spin): 67.8 kJ/mol
- Calculated total energy: -5734.181 eV
- Max |F|: 0.94 eV Å⁻¹
- Net charge: +1
- M: 62.1 g mol⁻¹

Structure (XYZ):
```
12
Properties=species:S:1:pos:R:3:nbo_charge:R:1
C -1.50805 -0.03025 0.16925 -0.453
C 0.30368 1.45942 0.68603 0.123
N -0.10464 0.37486 0.17030 -0.385
H -1.94845 0.09608 1.15379 0.244
H -2.05978 0.60510 -0.50764 0.244
H -1.61421 -1.05806 -0.14876 0.246
H -0.45559 2.16180 1.00550 0.224
H 1.37457 1.58887 0.74100 0.236
H 0.57932 -0.35093 -0.11537 0.467
H 2.46914 -1.87641 -0.70449 0.521
H 1.31293 -1.61117 -1.65965 0.500
O 1.65109 -1.35930 -0.78996 -0.966
```

---

Density functional theory data (ωB97M-V/def2-TZVPD) for a cluster of 2 separate species, C2H8NO in total at a distorted geometry.

## Properties
- Relative energy (zero: lowest compared OMol25 entry of this formula, charge and spin): 172.5 kJ/mol
- Calculated total energy: -5733.096 eV
- Max |F|: 4.34 eV Å⁻¹
- Net charge: +1
- M: 62.1 g mol⁻¹

Structure (XYZ):
```
12
Properties=species:S:1:pos:R:3:nbo_charge:R:1
C 0.16030 0.77245 1.23013 -0.737
C -0.78182 0.14193 0.37777 0.577
N 0.64960 -0.27421 -1.60684 -1.015
O -1.26902 -1.04778 0.46513 -0.554
H -0.45285 1.16297 2.03769 0.300
H 0.81548 -0.01811 1.63900 0.239
H 0.76350 1.50923 0.66471 0.298
H -1.44264 0.84808 -0.03169 0.204
H 0.09254 -1.03927 -1.76836 0.370
H 1.51421 -0.61865 -1.39418 0.380
H 0.63768 0.30464 -2.48557 0.411
H -0.68696 -1.74129 0.87221 0.527
```

---

Density functional theory data (ωB97M-V/def2-TZVPD) for a cluster of 2 separate species, C2H8NO2 in total at a distorted geometry.

## Properties
- Relative energy (zero: lowest compared OMol25 entry of this formula, charge and spin): 37.2 kJ/mol
- Calculated total energy: -7782.573 eV
- Max |F|: 1.27 eV Å⁻¹
- Net charge: +1
- M: 78.1 g mol⁻¹

Structure (XYZ):
```
13
Properties=species:S:1:pos:R:3:nbo_charge:R:1
C -1.87734 0.55019 -0.40879 -0.432
N -1.40388 -0.36465 0.66385 -0.684
H -2.93516 0.75431 -0.25071 0.233
H -1.67573 0.15966 -1.39604 0.243
H -1.44204 1.54456 -0.31900 0.242
H -0.37084 -0.49166 0.57967 0.485
H -1.71994 -0.03356 1.57630 0.437
H -1.86252 -1.27744 0.59492 0.431
O 1.29710 -0.20836 0.54693 -0.667
C 2.42866 -0.19092 0.13301 0.696
O 2.68148 -0.07262 -1.14055 -0.639
H 3.28043 -0.23727 0.82053 0.137
H 3.59979 -0.13224 -1.40012 0.517
```

---

Density functional theory data (ωB97M-V/def2-TZVPD) for a cluster of 2 separate species, C2H8NO2P in total at a distorted geometry.

## Properties
- Relative energy (zero: lowest compared OMol25 entry of this formula, charge and spin): 195.6 kJ/mol
- SMILES: CNP=O.CO
- Calculated total energy: -17077.363 eV
- Max |F|: 3.71 eV Å⁻¹
- Net charge: 0
- M: 109.1 g mol⁻¹

Structure (XYZ):
```
14
Properties=species:S:1:pos:R:3:nbo_charge:R:1
C 2.67101 0.86672 -0.43302 -0.424
N 1.74503 -0.10676 0.13329 -0.952
P 1.79128 -1.74874 -0.14083 1.453
O 0.46349 -2.24517 0.23406 -1.082
H 2.09688 1.70271 -0.79230 0.212
H 3.50775 1.25245 0.32832 0.198
H 3.20113 0.44501 -1.29873 0.205
H 0.87908 0.21274 0.35938 0.400
C -2.66006 -0.69000 0.17830 -0.244
O -2.25378 -1.80618 -0.58526 -0.751
H -2.20853 0.14556 -0.29245 0.144
H -2.16091 -0.62967 1.19485 0.155
H -3.70212 -0.46616 0.22266 0.182
H -1.34164 -2.06155 -0.32539 0.503
```

---

Look up the M of the third one. 78.1 g mol⁻¹

---

Which of these has the lowest max |F|? number 1

---

Copy entry 3 word for word.
Density functional theory data (ωB97M-V/def2-TZVPD) for a cluster of 2 separate species, C2H8NO2 in total at a distorted geometry.

## Properties
- Relative energy (zero: lowest compared OMol25 entry of this formula, charge and spin): 37.2 kJ/mol
- Calculated total energy: -7782.573 eV
- Max |F|: 1.27 eV Å⁻¹
- Net charge: +1
- M: 78.1 g mol⁻¹

Structure (XYZ):
```
13
Properties=species:S:1:pos:R:3:nbo_charge:R:1
C -1.87734 0.55019 -0.40879 -0.432
N -1.40388 -0.36465 0.66385 -0.684
H -2.93516 0.75431 -0.25071 0.233
H -1.67573 0.15966 -1.39604 0.243
H -1.44204 1.54456 -0.31900 0.242
H -0.37084 -0.49166 0.57967 0.485
H -1.71994 -0.03356 1.57630 0.437
H -1.86252 -1.27744 0.59492 0.431
O 1.29710 -0.20836 0.54693 -0.667
C 2.42866 -0.19092 0.13301 0.696
O 2.68148 -0.07262 -1.14055 -0.639
H 3.28043 -0.23727 0.82053 0.137
H 3.59979 -0.13224 -1.40012 0.517
```

---

Which formula does entry 4 have? C2H8NO2P